*a*
{"formula": "C6H9NO", "method": "ωB97M-V/def2-TZVPD", "charge": 0, "homo_energy_ev": -7.94, "lumo_energy_ev": 0.25, "homo_lumo_gap_ev": 8.188, "elements": ["C", "C", "C", "C", "C", "C", "N", "O", "H", "H", "H", "H", "H", "H", "H", "H", "H"], "coordinates": [[-1.15577, -1.26974, -0.47689], [-1.01022, 1.23775, -0.66812], [1.59816, -1.14206, 2.10798], [0.42091, 1.50184, -1.13490], [-1.50394, -0.09097, -1.21789], [0.27389, -1.15385, 1.51793], [-0.31422, -1.26846, 0.49370], [-2.16317, -0.15443, -2.25116], [-1.53595, -2.22040, -0.80993], [-1.66059, 2.02847, -1.06146], [-1.06307, 1.23860, 0.42519], [1.67435, -1.96479, 2.82256], [2.39481, -1.23681, 1.35918], [1.72364, -0.21071, 2.65593], [0.45566, 1.52969, -2.22063], [0.77294, 2.45497, -0.74700], [1.09256, 0.72089, -0.79449]]}


*b*
{"formula": "C6H9NO", "method": "ωB97M-V/def2-TZVPD", "charge": 0, "homo_energy_ev": -9.00, "lumo_energy_ev": 1.02, "homo_lumo_gap_ev": 10.021, "elements": ["C", "C", "C", "C", "C", "C", "H", "H", "H", "H", "H", "H", "H", "H", "H", "N", "O"], "coordinates": [[0.15315, 0.90638, -0.71660], [-0.25816, -0.43563, -1.01892], [0.98599, 0.16745, 0.35439], [-0.18568, -0.20954, 1.39035], [-0.50770, -1.52529, 1.54527], [-1.03712, -0.84085, 0.24201], [0.25896, 1.89829, -2.48758], [1.74084, 1.20799, -1.91013], [-0.35854, 1.77637, -0.21198], [-0.53044, -0.57502, -2.02464], [1.71635, 0.66898, 1.13998], [-0.91575, 0.60465, 1.88261], [0.33446, -2.33733, 1.51998], [-1.27437, -2.10254, 2.16732], [-2.07488, -0.22309, 0.56466], [0.82210, 1.73155, -1.74589], [1.13076, -0.71237, -0.69083]]}


*c*
{"formula": "C6H9NO", "method": "ωB97M-V/def2-TZVPD", "charge": 0, "homo_energy_ev": -8.29, "lumo_energy_ev": 0.58, "homo_lumo_gap_ev": 8.864, "elements": ["C", "C", "C", "C", "C", "C", "N", "O", "H", "H", "H", "H", "H", "H", "H", "H", "H"], "coordinates": [[1.11409, -2.03360, -0.48177], [0.67130, -0.90134, 0.06691], [-0.77715, -0.59516, -0.00305], [-1.76837, -1.41008, 0.10738], [1.56484, 0.06417, 0.88259], [-1.15193, 1.15498, -0.53486], [-0.94019, 2.56149, -0.12638], [-2.58424, -2.26545, 0.08140], [2.20652, -2.35141, -0.57004], [0.34184, -2.60465, -1.07681], [2.49108, -0.51247, 0.95430], [1.72310, 1.06485, 0.54600], [1.07515, 0.15578, 1.94266], [-0.10343, 2.94440, -0.47264], [-0.41438, 1.02134, -1.41007], [-2.18690, 0.96809, -0.75186], [-1.26133, 2.73907, 0.84625]]}


Which one sits at the bottom of the stability order? *b* does.


*a*
{"formula": "C6H9NO", "method": "ωB97M-V/def2-TZVPD", "charge": 0, "homo_energy_ev": -8.78, "lumo_energy_ev": 0.85, "homo_lumo_gap_ev": 9.632, "elements": ["C", "C", "C", "C", "C", "C", "H", "H", "H", "H", "H", "H", "H", "H", "H", "N", "O"], "coordinates": [[-0.86023, -0.61201, -0.09191], [-0.17762, 0.41601, -0.90439], [-0.57362, 1.40274, 0.15476], [-0.29610, 0.14198, 1.12841], [1.69356, -0.93037, -0.04104], [1.25183, 0.23855, -0.62623], [-2.37870, -1.34121, 0.53492], [-0.58407, -1.61509, -0.38906], [-0.36033, 0.43290, -2.08327], [-0.10122, 2.46300, 0.21222], [-1.64128, 1.79687, 0.07976], [-0.43212, 0.17635, 2.17174], [0.96682, -1.82871, 0.04666], [2.69510, -1.10419, 0.03978], [1.96748, 0.89090, -0.98511], [1.12658, 0.10119, 0.87782], [-2.29607, -0.62890, -0.12507]]}


*b*
{"formula": "C6H9NO", "method": "ωB97M-V/def2-TZVPD", "charge": 0, "homo_energy_ev": -9.00, "lumo_energy_ev": 0.84, "homo_lumo_gap_ev": 9.837, "elements": ["C", "C", "C", "C", "C", "C", "H", "H", "H", "H", "H", "H", "H", "H", "H", "N", "O"], "coordinates": [[0.19000, 0.81954, 0.81482], [-0.91302, -0.23875, 0.78082], [-1.07730, -0.90454, -0.52841], [-0.26101, -0.93199, -1.53764], [0.90188, -0.07578, -1.38015], [0.36177, 1.09148, -0.62997], [1.41524, -0.75055, 1.26691], [1.17857, 0.27536, 2.47465], [-0.13115, 1.68496, 1.34076], [-1.03688, -0.79863, 1.71125], [-1.91187, 0.40479, 0.72352], [-2.07451, -1.24255, -0.56268], [-0.41639, -1.75202, -2.19286], [1.85385, -0.59841, -1.12250], [-0.69425, 1.36416, -1.01639], [1.36549, 0.24175, 1.45977], [1.24956, 1.41120, -1.60187]]}


*c*
{"formula": "C6H9NO", "method": "ωB97M-V/def2-TZVPD", "charge": 0, "homo_energy_ev": -8.88, "lumo_energy_ev": 0.96, "homo_lumo_gap_ev": 9.833, "elements": ["C", "C", "C", "C", "C", "C", "H", "H", "H", "H", "H", "H", "H", "H", "H", "N", "O"], "coordinates": [[2.43842, -0.53758, -0.09912], [0.08718, 0.13706, 0.98119], [0.23170, 1.47752, 0.12041], [0.20345, 0.39116, -0.87270], [-1.25510, 0.17756, -0.67972], [-1.31916, -0.08230, 0.66592], [2.87539, -0.91796, 0.89273], [2.79383, -1.23381, -0.94732], [2.60848, 0.49389, -0.05093], [0.29748, 0.21112, 2.15790], [-0.73028, 2.00048, 0.12723], [1.00465, 2.14084, 0.27298], [0.48440, 0.68867, -1.86969], [-2.00990, 0.86961, -1.20211], [-2.07892, -0.01787, 1.34560], [0.86825, -0.65766, 0.01319], [-1.70524, -1.12648, -0.18934]]}


Which one sits at the bottom of the stability order? *c* does.


*a*
{"formula": "C6H9NO", "method": "ωB97M-V/def2-TZVPD", "charge": 0, "homo_energy_ev": [-7.15, -7.16], "lumo_energy_ev": [0.41, 0.77], "homo_lumo_gap_ev": [7.558, 7.939], "elements": ["C", "C", "C", "C", "C", "C", "N", "O", "H", "H", "H", "H", "H", "H", "H", "H", "H"], "coordinates": [[0.49382, -0.68226, -0.07789], [-2.88516, -1.27998, -0.04376], [-2.10232, 0.01617, -0.15688], [0.51824, 0.63055, -0.17466], [3.04508, -0.08640, -0.00791], [0.45579, 1.91872, -0.25971], [3.69773, 0.44728, 0.90433], [-2.58815, 1.09716, -0.26146], [3.14987, 0.88142, 1.65339], [0.47633, -1.16973, 0.88743], [0.51736, -1.30616, -0.96161], [3.55571, -0.57508, -0.85284], [-2.59875, -1.93127, -0.87204], [-3.96513, -1.09647, -0.05762], [-2.59549, -1.78358, 0.88055], [1.34836, 2.53062, -0.29385], [-0.52327, 2.38902, -0.30545]]}


*b*
{"formula": "C6H9NO", "method": "ωB97M-V/def2-TZVPD", "charge": 0, "homo_energy_ev": -8.84, "lumo_energy_ev": 0.93, "homo_lumo_gap_ev": 9.769, "elements": ["C", "C", "C", "C", "C", "C", "H", "H", "H", "H", "H", "H", "H", "H", "H", "N", "O"], "coordinates": [[-1.22526, -0.55878, 0.04003], [-1.54693, 0.96259, 0.06034], [-0.16329, 1.72349, 0.06752], [0.76104, 0.60987, -0.42032], [1.65776, -1.17991, -0.00325], [0.24225, -0.60979, 0.31265], [-2.13244, 1.13883, 0.94717], [-2.15461, 1.18729, -0.79058], [-0.21609, 2.64798, -0.52313], [0.14749, 1.96467, 1.10177], [0.63233, 0.46814, -1.47760], [2.48772, 0.51462, 0.82062], [2.11359, -1.71746, 0.87778], [1.83090, -1.71458, -0.90044], [0.28500, -0.25085, 1.35201], [2.13025, 0.23056, -0.09595], [-2.03238, -1.44217, -0.13471]]}


*c*
{"formula": "C6H9NO", "method": "ωB97M-V/def2-TZVPD", "charge": 0, "homo_energy_ev": -9.69, "lumo_energy_ev": 0.75, "homo_lumo_gap_ev": 10.443, "elements": ["C", "C", "C", "C", "C", "C", "H", "H", "H", "H", "H", "H", "H", "H", "H", "N", "O"], "coordinates": [[1.58126, -3.07555, -0.19292], [0.06424, 0.87394, 1.10387], [-0.76262, 2.00472, 1.33152], [-1.64267, 2.33999, 0.37120], [-1.56870, 1.84201, -0.94824], [-0.59524, 0.80325, -1.06845], [1.23831, -1.33882, -0.50088], [2.28762, -3.84639, -0.46396], [1.02333, -3.31714, 0.79247], [0.97147, -3.35336, -1.08100], [0.72769, 0.53991, 1.82219], [-0.48781, 2.51714, 2.32259], [-2.51674, 2.97741, 0.57392], [-2.22885, 2.03474, -1.73380], [-0.44679, 0.45925, -2.11226], [0.14560, 0.28993, -0.07562], [2.20991, -1.75105, -0.14065]]}


Which one sits at the bottom of the stability order? *a* does.


*a*
{"formula": "C6H9NO", "method": "ωB97M-V/def2-TZVPD", "charge": 0, "homo_energy_ev": [-7.12, -9.01], "lumo_energy_ev": [-0.55, 0.39], "homo_lumo_gap_ev": [6.572, 9.401], "elements": ["C", "C", "C", "O", "H", "H", "H", "H", "H", "H", "C", "C", "C", "N", "H", "H", "H"], "coordinates": [[-1.26874, 0.85005, -0.13197], [0.81934, 1.27145, -1.61573], [0.17636, 0.74429, -0.38735], [0.96099, 0.48226, 0.66255], [-1.85154, 0.74405, -1.04517], [-1.56643, 0.07060, 0.60752], [0.90058, 2.36472, -1.56011], [0.21775, 1.02211, -2.49026], [1.82307, 0.86467, -1.73397], [-1.50310, 1.80385, 0.35306], [0.69819, -1.02015, 0.96896], [-0.21057, -1.22777, 2.02516], [0.20812, -1.57911, -0.41416], [-0.08949, -2.33591, -1.23857], [1.70654, -1.42891, 1.04679], [-0.46118, -2.22970, 2.33752], [-0.55988, -0.39650, 2.61574]]}


*b*
{"formula": "C6H9NO", "method": "ωB97M-V/def2-TZVPD", "charge": 0, "homo_energy_ev": -10.01, "lumo_energy_ev": 0.43, "homo_lumo_gap_ev": 10.439, "elements": ["C", "C", "C", "C", "O", "H", "H", "H", "H", "C", "C", "N", "H", "H", "H", "H", "H"], "coordinates": [[-2.16850, 1.21883, -0.48519], [-1.42191, 0.44543, 0.56572], [-1.24436, -1.12692, 0.05444], [-0.81015, -2.22034, -0.23163], [-1.53058, 0.65157, 1.75024], [-1.44208, 1.57776, -1.21545], [-2.65689, 2.09172, -0.04551], [-2.90248, 0.60521, -0.99866], [-0.51535, -3.20469, -0.47322], [2.43626, -0.57681, 0.27112], [1.44540, 0.32379, -0.39257], [0.68414, 1.16211, 0.18205], [0.80331, 1.26131, 1.19093], [1.27688, 0.17293, -1.45080], [2.46524, -1.52991, -0.24805], [3.41143, -0.12280, 0.19535], [2.16962, -0.72919, 1.33124]]}


*c*
{"formula": "C6H9NO", "method": "ωB97M-V/def2-TZVPD", "charge": 0, "homo_energy_ev": -8.71, "lumo_energy_ev": -0.26, "homo_lumo_gap_ev": 8.446, "elements": ["C", "C", "C", "C", "C", "C", "N", "O", "H", "H", "H", "H", "H", "H", "H", "H", "H"], "coordinates": [[-0.30014, -0.12311, 0.80553], [0.72409, -0.02958, 1.63433], [-1.72690, 0.25809, 0.75152], [-1.00288, -0.32072, -0.46300], [2.21571, -0.39915, 1.42817], [-0.61468, 0.85453, -1.43017], [0.37699, 0.41215, 2.93646], [1.28895, 0.51645, 3.74798], [-2.54092, -0.30007, 1.26906], [-2.28297, 1.20969, 0.76014], [-1.37418, -1.30122, -0.71354], [2.70721, -0.59252, 2.34741], [2.23532, -1.35944, 0.78303], [2.77277, 0.34798, 0.92632], [-0.42431, 1.75730, -0.91766], [-1.50855, 0.92747, -2.01991], [0.14398, 0.67344, -2.07928]]}


Which one sits at the bottom of the stability order? *c* does.